Record 1
A single C18H19FN2O2S molecule, computed with the ωB97M-V functional and the def2-TZVPD basis.

The value obtained for the HOMO energy is -8.15 eV. The value obtained for the LUMO energy is 0.531 eV. For the energy above the lowest of the compared OMol25 structures with the same formula, charge and spin, the calculation gives 31.5 kcal per mole. Its gap between HOMO and LUMO is 8.68 eV. Its total energy is -39602.29720 eV. As for the structure (SMILES): O=C(CSc1ccc(F)cc1)Nc1ccccc1N1CCOCC1.

Each line ends with the natural charge from an NBO analysis.
Atoms and positions in Å:
O  -4.0470  -0.1581  0.4057  -0.526
H  -3.9546  -0.6910  2.3362  0.200
H  1.0104  0.4125  2.4164  0.226
C  -1.5101  -1.7538  -0.4274  -0.229
C  1.8057  1.6206  -1.5477  0.685
C  -2.3747  1.5154  -0.2279  -0.252
C  -3.5861  0.1205  1.7069  -0.092
C  0.1068  -0.1500  -1.2028  0.201
H  -1.6119  -0.7678  2.0235  0.212
C  0.1259  -2.3867  -2.0640  -0.203
N  0.6494  1.1308  -1.0428  -0.652
N  -1.4928  0.5727  0.4418  -0.473
C  2.3244  2.8277  -0.7734  -0.621
H  1.4986  -0.8492  -2.6592  0.252
H  1.6838  3.6968  -0.9258  0.247
C  3.7708  -1.1696  0.2336  -0.265
H  -4.5393  1.6588  -0.4478  0.169
H  -4.0209  1.0660  2.0640  0.162
C  0.6537  -1.1077  -2.0429  -0.251
F  3.0537  -3.2988  0.9354  -0.322
H  -1.3561  -3.7102  -1.2682  0.213
H  0.5607  -3.1307  -2.7135  0.215
H  -2.4765  2.3874  0.4269  0.195
C  2.9180  -1.9590  0.9841  0.398
H  -1.7280  0.9459  2.4662  0.195
O  2.4029  1.1882  -2.5074  -0.599
H  0.2554  1.6024  -0.2326  0.431
C  -2.0431  0.1906  1.7344  -0.241
C  -0.9462  -2.7117  -1.2532  -0.224
H  4.2821  0.8300  -0.3041  0.231
H  -2.3672  -2.0047  0.1784  0.226
H  3.3345  3.0662  -1.1056  0.242
S  2.3092  2.5187  1.0327  0.229
C  -3.7574  0.8851  -0.5019  -0.086
H  4.5346  -1.6276  -0.3739  0.235
C  -0.9994  -0.4652  -0.3951  0.096
C  1.7806  -0.0419  1.8133  -0.209
C  2.6128  0.7624  1.0463  -0.188
H  -3.7847  0.4214  -1.4904  0.196
C  1.9331  -1.4145  1.7888  -0.265
H  1.2930  -2.0610  2.3671  0.231
C  3.6222  0.2038  0.2752  -0.207
H  -1.9264  1.8355  -1.1692  0.220

Record 2
C6H9MgO4P as an isolated structure, computed with the ωB97M-V functional and the def2-TZVPD basis.

The value obtained for the HOMO energy is -18.53 eV. Its charge is +2. The value obtained for the LUMO energy is -8.786 eV. Its gap between HOMO and LUMO is 9.74 eV. Its total energy is -29276.65202 eV.

Each line ends with the natural charge from an NBO analysis.
Atoms and positions in Å:
H  -2.3999  -4.7051  0.1103  0.273
C  -3.2359  -1.5679  0.0468  -1.015
H  -3.5878  -1.4182  1.0985  0.303
Mg  0.0592  0.1698  -0.1693  1.657
C  0.4751  1.5932  -1.8158  0.366
O  -1.3187  2.4095  1.9828  -0.297
H  -1.2685  -3.8159  -1.8582  0.293
O  3.2949  -0.7302  0.4198  -0.300
P  -1.6546  -2.4014  0.0706  1.870
H  -3.1065  -3.8677  1.5494  0.277
O  0.8432  2.4678  -2.4619  -0.282
H  -1.3440  -4.4518  1.6021  0.291
C  2.3462  -0.2338  -0.0360  0.390
C  -2.1469  -3.9874  0.9616  -0.981
O  -0.6734  -1.3798  0.6950  -1.289
H  -0.2770  -2.3395  -1.9273  0.230
H  -4.0214  -2.1459  -0.4690  0.296
H  0.1635  -3.6375  -0.8178  0.298
C  -0.6991  -3.0965  -1.2601  -1.012
C  -0.8370  1.9439  1.0475  0.390
H  -3.1779  -0.5736  -0.4237  0.240

Record 3
A 3-piece molecular cluster, C6H14O2 overall, computed with the ωB97M-V functional and the def2-TZVPD basis.

The value obtained for the HOMO energy is -8.68 eV. The value obtained for the LUMO energy is 0.768 eV. For the energy above the lowest of the compared OMol25 structures with the same formula, charge and spin, the calculation gives 64.3 kcal per mole. Its gap between HOMO and LUMO is 9.45 eV. Its total energy is -10541.82999 eV. As for the structure (SMILES): C=C/C=C/CC.O.O.

Each line ends with the natural charge from an NBO analysis.
Atoms and positions in Å:
H  -3.5267  0.3150  -1.4705  0.205
H  -4.3578  1.4694  0.3511  0.209
O  2.5334  -2.1204  1.1541  -0.918
C  -0.6839  0.7577  -0.8705  -0.248
H  1.3085  1.4344  -1.6316  0.200
H  -0.8999  1.7555  -0.5256  0.191
H  2.2345  -0.7326  -1.8786  0.202
H  3.2220  1.1340  1.3016  0.488
C  -1.5900  -0.2004  -0.9371  -0.156
H  2.6495  -2.8344  0.5187  0.459
C  -3.0736  0.0302  -0.4971  -0.430
C  -3.2941  1.1670  0.5031  -0.605
H  0.7121  -1.5082  -0.9912  0.196
H  2.2618  0.9956  2.6493  0.480
O  3.0943  0.8584  2.2235  -0.968
H  -3.6655  -0.8283  -0.2442  0.211
H  1.9248  -2.5426  1.7683  0.462
C  0.7685  0.5535  -1.3056  -0.215
H  -3.2656  0.6860  1.4909  0.210
C  1.2590  -0.6764  -1.4239  -0.379
H  -1.2187  -1.1846  -1.1970  0.198
H  -2.5992  1.9677  0.3042  0.208

Record 4
C34H31N4O9S3SbV as an isolated structure, computed with the ωB97M-V functional and the def2-TZVPD basis.

The value obtained for the HOMO energy (alpha / beta) is -0.96 / -2.34 eV. Its charge is -2. The value obtained for the LUMO energy (alpha / beta) is 4.259 / 4.259 eV. As for the expectation value of S²: 3.762. Its gap between HOMO and LUMO (alpha / beta) is 5.22 / 6.60 eV. Its total energy is -124882.67526 eV. Its spin multiplicity is 4.

Each line ends with the Löwdin spin population.
Atoms and positions in Å:
O  0.3637  -4.8018  -2.2057  0.000
O  -3.5356  -1.1918  0.5413  0.001
C  4.5569  -0.7222  -0.7892  0.017
C  -1.8587  -0.9275  3.4389  0.000
H  -5.1338  1.8157  -2.9449  0.000
O  1.0918  -0.6534  0.3152  0.044
H  5.9373  -4.7764  2.1420  0.000
C  -3.8451  -5.4950  -2.2440  0.000
C  -3.1356  2.6016  -2.9908  0.000
H  1.9974  3.9628  1.5860  0.000
S  -2.3300  -1.7769  -0.0996  0.010
O  -1.8968  -0.8747  -1.2033  0.042
C  -4.1475  -3.7060  -0.6712  0.001
H  -1.2092  -2.5131  4.7349  0.000
O  0.1818  -2.5001  -1.4426  0.017
H  0.0766  2.8036  -2.9333  0.000
C  2.8864  -1.9766  1.0473  0.000
C  2.6644  0.6536  -1.6123  0.090
O  1.4155  0.7740  -1.7284  -0.002
H  5.8282  -4.2589  0.4457  0.000
O  4.6565  -3.2523  1.8383  0.005
H  -0.9951  3.9298  -3.7865  0.000
H  4.3615  1.9563  -1.7673  0.003
C  -2.8600  -3.2506  -0.9348  0.002
H  6.1186  -1.9734  -0.0438  0.000
C  -2.5497  4.3408  2.7885  0.000
Sb  -3.0262  1.3213  1.7266  0.001
H  0.0154  6.4910  2.2951  0.000
C  -0.0900  4.4536  1.5968  0.000
H  1.1928  3.7910  0.0330  0.000
C  -2.5641  -5.0520  -2.5157  0.000
C  0.7058  0.0040  3.5438  0.000
H  1.1481  -1.7067  4.7702  0.000
C  3.2081  -0.3632  -0.7569  0.010
C  -2.0183  3.2485  2.1005  0.000
N  -0.2081  0.6961  2.8545  0.000
H  -4.2332  -6.3684  -2.7559  0.000
H  -3.2035  2.9861  -4.0004  0.000
H  3.8966  1.1227  -3.2803  0.004
C  1.2573  4.4211  0.9204  0.000
O  -1.3375  -2.1636  0.8557  0.003
N  -0.8023  3.3281  1.5241  0.000
C  5.0766  -1.6902  0.0395  0.008
C  -1.4504  0.2247  2.7624  0.001
H  2.9092  2.4500  -2.6899  0.000
C  -4.2055  1.9475  -2.4001  0.003
C  -1.9502  2.7323  -2.2768  0.004
H  -2.2113  6.3805  3.3902  0.000
H  -4.9065  1.0068  -0.5861  0.000
H  -1.9309  -5.5536  -3.2384  0.000
H  2.2312  -2.4831  1.7502  0.000
C  5.8516  -3.9158  1.4834  0.001
N  -1.8190  2.2460  -1.0387  0.007
H  2.2382  1.2050  4.4523  0.000
C  3.5186  1.6054  -2.3746  0.012
C  2.1003  0.5730  3.5705  0.000
H  2.2549  1.1773  2.6772  0.000
C  -0.5717  5.5824  2.2598  0.000
H  6.7314  -3.2807  1.6211  0.000
H  -3.5269  4.2686  3.2575  0.000
N  1.9060  0.5895  -5.0929  0.001
S  -0.3239  -3.5384  -2.3785  0.004
V  0.0043  -0.2634  -1.3220  2.644
H  5.2148  -0.2415  -1.5067  0.001
C  -0.7681  3.4872  -2.8163  0.001
C  -4.6344  -4.8274  -1.3127  0.000
C  0.8939  0.3948  -4.5441  0.003
C  -4.0879  1.5005  -1.0953  0.000
O  -0.5047  -3.1261  -3.7448  0.000
C  0.3827  -1.1636  4.2269  0.000
C  4.2106  -2.3115  0.9592  0.014
C  -2.8698  1.6734  -0.4403  0.004
H  -2.8799  -1.2816  3.3387  0.000
S  -0.5818  0.1418  -3.7916  0.018
C  -0.9262  -1.6202  4.1889  0.000
C  -2.0390  -3.9300  -1.8629  0.001
H  2.8465  -0.2245  3.5946  0.000
C  2.3235  -1.0049  0.1899  0.021
H  -4.7501  -3.1583  0.0449  0.000
C  -1.8169  5.5166  2.8650  0.000
H  -5.6368  -5.1808  -1.0936  0.000
H  -0.4887  4.2747  -2.1126  0.000
H  1.6055  5.4208  0.6545  0.000